Record 1
{
  "formula": "C30H42F9N8OS3Ti",
  "method": "ωB97M-V with the def2-TZVPD basis set",
  "e_above_lowest_kj_mol": 0.00,
  "homo_lumo_gap_ev": [5.0, 5.2],
  "total_charge": -1,
  "fmax_ev_per_a": 1.377,
  "molar_mass_g_mol": 845.8,
  "elements": ["Ti", "C", "C", "S", "C", "C", "S", "C", "C", "S", "H", "H", "H", "H", "H", "H", "H", "H", "H", "H", "H", "H", "C", "C", "C", "C", "C", "N", "H", "H", "H", "H", "H", "H", "H", "H", "H", "C", "N", "C", "N", "C", "N", "C", "N", "C", "C", "H", "H", "H", "H", "H", "H", "H", "H", "H", "H", "H", "H", "N", "C", "C", "C", "N", "H", "H", "H", "H", "N", "C", "C", "C", "C", "C", "C", "H", "H", "H", "H", "H", "F", "C", "F", "F", "C", "O", "C", "F", "F", "F", "C", "F", "F", "F"],
  "xyz": [[-0.239, -0.385, 0.597], [3.080, 2.048, -0.500], [3.325, 1.252, -1.775], [2.336, 1.604, -3.232], [2.712, 3.325, -3.637], [2.062, 4.412, -2.766], [0.293, 4.118, -2.524], [0.051, 4.455, -0.759], [1.034, 3.874, 0.255], [1.402, 2.100, 0.214], [3.720, 1.606, 0.264], [3.412, 3.080, -0.620], [4.385, 1.350, -2.030], [3.138, 0.203, -1.586], [3.795, 3.470, -3.655], [2.362, 3.433, -4.665], [2.540, 4.447, -1.791], [2.222, 5.383, -3.237], [0.015, 5.535, -0.589], [-0.949, 4.067, -0.564], [1.985, 4.415, 0.237], [0.610, 4.056, 1.244], [-0.058, -4.560, 1.597], [-1.443, -4.028, 1.955], [-1.398, -3.329, 3.314], [-2.450, -5.171, 1.974], [-1.800, -3.042, 0.856], [-1.247, -1.932, 0.890], [0.268, -5.303, 2.331], [0.669, -3.743, 1.563], [-0.068, -5.029, 0.609], [-1.086, -4.028, 4.100], [-2.382, -2.934, 3.580], [-0.695, -2.489, 3.288], [-2.185, -5.909, 2.738], [-2.481, -5.664, 1.001], [-3.453, -4.796, 2.187], [-1.252, 1.162, -2.222], [-1.350, -0.141, -1.521], [-0.668, -1.159, -2.394], [-1.252, -1.233, -3.729], [-1.145, 0.091, -4.344], [-1.839, 1.117, -3.562], [-3.240, 0.707, -3.437], [-3.390, -0.603, -2.802], [-2.785, -0.539, -1.473], [-2.663, -1.586, -3.599], [-0.207, 1.453, -2.278], [-1.792, 1.908, -1.638], [-0.748, -2.125, -1.897], [0.381, -0.882, -2.477], [-1.582, 0.058, -5.346], [-0.091, 0.361, -4.423], [-3.685, 0.670, -4.435], [-3.774, 1.452, -2.842], [-2.865, -1.504, -0.967], [-3.323, 0.215, -0.914], [-3.112, -1.646, -4.594], [-2.740, -2.559, -3.111], [0.815, 0.700, 3.432], [1.589, 0.502, 4.507], [2.185, -0.732, 4.343], [1.694, -1.203, 3.117], [0.856, -0.326, 2.580], [0.212, 1.470, 3.178], [1.656, 1.235, 5.292], [2.873, -1.221, 5.011], [1.907, -2.120, 2.594], [1.251, -1.045, -0.103], [2.412, -1.720, -0.259], [3.586, -1.388, 0.463], [4.775, -2.075, 0.281], [4.864, -3.124, -0.627], [3.724, -3.472, -1.346], [2.530, -2.798, -1.170], [3.526, -0.579, 1.180], [5.646, -1.787, 0.860], [5.794, -3.659, -0.767], [3.767, -4.291, -2.055], [1.651, -3.091, -1.730], [-3.204, 2.419, 0.092], [-3.569, 2.030, 1.309], [-4.250, 0.886, 1.196], [-4.423, 2.961, 1.773], [-2.320, 1.860, 2.214], [-1.293, 1.250, 1.628], [-1.900, 3.303, 2.638], [-0.640, 3.315, 3.119], [-2.676, 3.850, 3.578], [-1.910, 4.123, 1.574], [-2.780, 1.082, 3.505], [-2.805, -0.220, 3.275], [-1.908, 1.301, 4.509], [-3.993, 1.459, 3.950]],
  "atomic_forces_ev_per_a": [[0.37, 0.84, -0.07], [0.07, 0.07, 0.15], [0.03, 0.24, -0.05], [-0.05, 0.05, -0.08], [-0.04, 0.03, 0.09], [0.06, -0.09, 0.00], [0.04, 0.14, 0.06], [0.05, 0.00, -0.07], [0.11, 0.08, 0.07], [-0.02, -0.04, -0.34], [0.01, -0.03, 0.03], [-0.02, -0.02, 0.03], [-0.01, -0.01, 0.03], [-0.06, -0.24, 0.02], [0.00, 0.01, 0.00], [-0.01, 0.00, -0.02], [0.00, 0.01, 0.01], [0.01, 0.00, -0.02], [-0.06, 0.01, -0.01], [0.04, -0.03, -0.05], [-0.05, -0.04, -0.01], [0.04, 0.04, -0.08], [0.16, -0.05, -0.03], [-0.06, -0.32, 0.32], [0.06, 0.02, 0.10], [-0.02, -0.10, 0.11], [0.34, 1.04, -0.17], [-0.89, -1.03, -0.22], [0.01, -0.02, 0.00], [-0.05, -0.06, -0.01], [0.02, 0.00, 0.02], [-0.01, 0.00, -0.01], [0.02, -0.01, -0.01], [-0.13, -0.15, 0.01], [-0.02, -0.03, 0.00], [0.00, -0.01, -0.01], [-0.01, 0.00, 0.01], [-0.12, -0.13, 0.12], [0.04, -0.35, -0.27], [0.08, 0.13, 0.20], [0.05, 0.01, -0.05], [-0.03, -0.01, 0.03], [-0.09, -0.05, -0.03], [0.01, 0.04, 0.00], [-0.06, 0.05, -0.03], [0.10, 0.04, 0.04], [0.02, 0.04, -0.01], [0.01, -0.07, -0.04], [0.03, 0.00, 0.04], [0.02, 0.02, 0.03], [-0.01, -0.02, 0.08], [-0.01, -0.01, 0.00], [0.01, -0.02, 0.01], [0.00, 0.00, 0.00], [0.00, -0.01, 0.00], [0.04, 0.07, -0.06], [-0.07, 0.05, 0.22], [0.00, 0.00, 0.00], [0.00, -0.02, -0.01], [-0.14, -0.04, -0.14], [0.07, 0.01, 0.04], [0.00, 0.06, 0.01], [-0.09, -0.02, -0.04], [0.06, -0.04, 0.19], [0.06, -0.03, 0.06], [0.00, 0.00, 0.00], [0.01, -0.01, 0.01], [0.00, 0.01, 0.02], [0.37, -0.08, -0.13], [-0.23, 0.10, 0.00], [0.01, 0.02, 0.00], [0.02, 0.00, 0.01], [0.03, -0.01, 0.00], [-0.01, -0.01, -0.02], [0.02, -0.05, -0.05], [0.02, 0.04, 0.01], [0.00, 0.00, 0.00], [0.01, 0.00, 0.00], [0.00, -0.01, -0.01], [-0.02, 0.01, 0.00], [-0.02, 0.01, -0.47], [-0.13, -0.10, 0.13], [0.01, -0.03, -0.07], [-0.12, 0.01, 0.01], [0.12, -0.14, 0.45], [-0.10, -0.04, -0.36], [-0.01, -0.03, 0.06], [-0.04, 0.03, 0.04], [-0.02, 0.12, 0.07], [0.07, 0.16, 0.15], [0.10, 0.16, -0.19], [-0.07, -0.08, 0.01], [0.04, 0.02, 0.08], [0.03, -0.08, 0.04]]
}

---

Record 2
{
  "formula": "C30H42MgN4OP2",
  "method": "ωB97M-V with the def2-TZVPD basis set",
  "homo_lumo_gap_ev": 6.8,
  "fmax_ev_per_a": 2.902,
  "molar_mass_g_mol": 560.9,
  "elements": ["Mg", "C", "C", "C", "C", "C", "C", "C", "C", "C", "H", "H", "H", "H", "H", "H", "H", "H", "H", "H", "H", "H", "H", "H", "H", "P", "P", "N", "N", "N", "N", "C", "C", "C", "C", "C", "C", "C", "C", "C", "C", "C", "C", "C", "C", "C", "C", "C", "C", "H", "H", "H", "H", "H", "H", "H", "H", "H", "H", "H", "H", "H", "H", "H", "H", "H", "H", "H", "H", "C", "C", "C", "O", "H", "H", "H", "H", "H", "H", "H"],
  "xyz": [[-0.038, 0.869, 2.136], [-1.800, 1.783, -4.423], [-1.946, 0.488, -4.150], [-1.146, -0.600, -4.819], [0.357, -0.253, -5.042], [1.021, 0.559, -3.945], [1.065, 1.894, -4.007], [0.484, 2.637, -5.188], [-0.978, 2.327, -5.527], [1.713, 1.318, 3.466], [-2.368, 2.562, -3.924], [-2.775, 0.090, -3.550], [-1.606, -0.847, -5.809], [-1.239, -1.530, -4.220], [0.904, -1.214, -5.179], [0.430, 0.309, -5.992], [1.525, -0.049, -3.183], [1.599, 2.495, -3.262], [1.058, 2.416, -6.109], [0.598, 3.714, -5.018], [-1.479, 3.251, -5.862], [-1.012, 1.593, -6.334], [1.016, 1.673, 4.260], [2.600, 1.937, 3.332], [1.994, 0.279, 3.701], [1.874, -0.480, 0.753], [-1.305, -0.955, 0.770], [2.902, 0.810, 0.154], [3.066, -1.675, 1.194], [-2.038, 0.423, 0.037], [-2.718, -1.831, 1.130], [1.082, -1.174, -0.721], [-0.326, -1.754, -0.523], [2.783, 2.125, 0.635], [3.792, 2.894, 0.074], [4.519, 2.051, -0.834], [3.957, 0.777, -0.763], [3.880, -1.530, 2.334], [4.515, -2.736, 2.566], [4.111, -3.651, 1.538], [3.235, -2.978, 0.710], [-2.114, 1.717, 0.595], [-2.574, 2.570, -0.397], [-2.817, 1.795, -1.566], [-2.485, 0.482, -1.267], [-3.880, -2.053, 0.385], [-4.728, -2.859, 1.140], [-4.080, -3.113, 2.404], [-2.852, -2.472, 2.379], [1.762, -1.927, -1.114], [1.075, -0.353, -1.448], [-0.885, -1.697, -1.446], [-0.251, -2.803, -0.203], [2.043, 2.366, 1.386], [3.992, 3.925, 0.316], [5.355, 2.356, -1.437], [4.181, -0.143, -1.286], [3.890, -0.577, 2.852], [5.220, -2.937, 3.362], [4.453, -4.670, 1.406], [2.715, -3.301, -0.189], [-2.063, 1.823, 1.681], [-2.751, 3.634, -0.324], [-3.182, 2.177, -2.502], [-2.519, -0.448, -1.828], [-3.975, -1.605, -0.597], [-5.699, -3.230, 0.840], [-4.462, -3.687, 3.232], [-2.044, -2.374, 3.093], [-0.382, -0.610, 6.115], [-1.261, -0.321, 4.901], [-2.287, 0.741, 5.272], [-0.645, -0.024, 3.681], [0.485, 0.043, 6.147], [-0.043, -1.647, 6.129], [-0.995, -0.526, 7.021], [-1.871, -1.231, 4.796], [-1.790, 1.708, 5.348], [-3.056, 0.819, 4.508], [-2.785, 0.435, 6.205]],
  "atomic_forces_ev_per_a": [[1.33, -0.60, 2.51], [-0.70, -0.06, 0.16], [-0.63, -0.18, -0.74], [0.01, -0.34, -0.24], [0.10, -0.37, -0.36], [0.06, -0.23, -0.36], [0.44, -0.48, -0.09], [0.50, 0.57, -0.14], [-0.10, 0.06, -0.35], [-1.03, 0.58, -0.21], [-0.03, -0.39, -0.06], [0.52, 0.69, -0.20], [0.34, 0.11, 0.61], [0.11, 0.45, -0.23], [-0.27, 0.64, 0.02], [0.18, -0.46, 0.44], [-0.18, 0.68, -0.21], [-0.21, -0.38, -0.13], [0.06, 0.13, 0.49], [0.00, -0.19, 0.01], [0.27, -0.37, -0.14], [-0.05, 0.30, -0.20], [0.98, -0.08, -0.19], [-0.04, 0.10, 0.26], [-0.17, 0.26, -0.04], [1.08, 0.88, 0.30], [-0.58, 0.90, 1.34], [-0.25, 0.17, -0.18], [0.20, -0.18, 0.23], [-0.22, 0.49, -0.95], [-0.23, -0.80, 0.47], [0.55, -0.04, -0.57], [-0.27, -0.47, -0.25], [0.99, 0.15, -0.61], [-0.77, -1.12, -0.03], [-0.85, -0.99, 0.56], [0.03, 0.99, 0.19], [-0.34, -0.76, -0.42], [-0.36, 0.65, -0.48], [-0.40, 0.76, -0.31], [0.11, 0.00, 0.41], [0.00, -0.45, -0.61], [0.08, -0.56, 0.31], [0.14, -0.74, 0.78], [0.03, 0.71, 0.56], [-0.24, -0.83, 0.73], [1.08, 0.71, -0.14], [0.92, 0.67, -0.65], [-0.74, -0.21, -0.77], [-0.27, -0.07, -0.46], [-0.17, -0.11, 0.31], [0.08, -0.39, -0.48], [-0.16, 0.14, -0.10], [0.29, -0.11, -0.12], [-0.05, -0.01, -0.12], [0.08, -0.12, -0.09], [0.14, 0.14, 0.09], [0.05, -0.29, -0.01], [-0.13, 0.07, -0.10], [-0.10, 0.17, 0.01], [0.24, -0.05, 0.41], [-0.06, 0.19, -0.29], [0.02, -0.17, 0.21], [-0.17, -0.18, 0.36], [0.07, 0.57, 0.16], [-0.17, -0.22, 0.26], [0.14, 0.17, -0.01], [-0.03, 0.03, -0.05], [-0.21, -0.03, -0.01], [0.18, -0.30, -0.04], [-0.78, -0.04, -0.79], [-0.08, -0.11, 0.10], [-0.85, -0.45, 0.67], [0.07, 0.19, 0.18], [0.28, 0.00, -0.28], [0.26, 0.27, -0.11], [-0.07, -0.27, -0.13], [-0.05, 0.15, 0.32], [-0.08, 0.00, -0.24], [0.12, 0.46, -0.14]]
}